83
Properties=species:S:1:pos:R:3 method="wB97M-V/def2-TZVPD" molar_mass_g_mol=928.170 total_energy_ha=-2738.9069 gap_ev=6.9 de_lowest_ev=0.829 homo_ha=-0.0930 total_charge=-2
Ag 0.443 -0.710 -0.902
C 5.605 -0.163 -1.279
Sb 3.565 -0.723 -0.885
C 3.210 -1.574 -2.814
C 4.302 -2.718 -0.131
C 4.740 -2.596 1.285
C 6.008 -2.091 1.586
C 6.410 -1.834 2.887
C 5.538 -2.091 3.935
C 4.291 -2.628 3.656
C 3.873 -2.901 2.355
C 2.540 -3.549 2.141
Sb 0.830 -2.373 1.379
C 1.150 -0.785 2.772
C -0.492 -3.574 2.543
H 6.130 -1.033 -1.676
H 6.102 0.180 -0.372
H 5.578 0.641 -2.008
H 4.166 -1.857 -3.257
H 2.709 -0.835 -3.433
H 2.574 -2.453 -2.708
H 5.128 -2.964 -0.800
H 3.504 -3.446 -0.266
H 6.682 -1.875 0.765
H 7.397 -1.428 3.078
H 5.825 -1.883 4.959
H 3.611 -2.856 4.472
H 2.166 -3.917 3.098
H 2.635 -4.406 1.469
H 1.220 -1.189 3.784
H 0.313 -0.096 2.698
H 2.079 -0.273 2.522
H -0.128 -3.566 3.571
H -0.496 -4.600 2.172
H -1.483 -3.133 2.488
O -1.731 1.456 0.530
C -2.843 0.870 1.198
C -2.372 -0.520 1.743
O -2.947 -0.969 2.746
O -1.464 -1.068 1.076
C -3.990 0.552 0.239
C -3.735 0.385 -1.116
C -4.763 0.059 -1.992
C -6.053 -0.122 -1.516
C -6.308 0.016 -0.156
C -5.282 0.349 0.715
C -3.285 1.863 2.276
C -4.026 2.977 1.887
C -4.356 3.981 2.786
C -3.945 3.887 4.108
C -3.199 2.786 4.506
C -2.871 1.784 3.603
H -2.024 2.110 -0.116
H -2.727 0.477 -1.491
H -4.535 -0.060 -3.044
H -6.855 -0.380 -2.198
H -7.309 -0.140 0.228
H -5.474 0.444 1.777
H -4.353 3.059 0.856
H -4.932 4.836 2.452
H -4.199 4.664 4.819
H -2.867 2.699 5.534
H -2.313 0.919 3.928
S 3.731 3.432 -4.494
C 3.489 2.366 -3.234
N 3.344 1.630 -2.341
C -1.154 3.994 -3.655
C -0.434 3.633 -2.492
C -0.176 2.318 -2.227
C -0.613 1.278 -3.088
C -0.361 -0.097 -2.783
C -0.796 -1.023 -3.702
C -1.484 -0.663 -4.890
C -1.754 0.646 -5.159
C -1.321 1.654 -4.259
C -1.583 3.025 -4.515
H -1.345 5.038 -3.870
H -0.066 4.399 -1.823
H 0.401 2.046 -1.348
H -0.633 -2.081 -3.520
H -1.805 -1.438 -5.580
H -2.288 0.939 -6.058
H -2.121 3.288 -5.420